No. 1
{
  "formula": "C3H6O2",
  "method": "the ωB97M-V functional and the def2-TZVPD basis",
  "relative_energy_kcal_mol": 9.8,
  "e_lumo_ev": [0.670, -0.932],
  "homo_lumo_gap_ev": [7.472, 9.212],
  "e_tot_ha": -268.195387,
  "s2": 2.024,
  "spin_multiplicity": 3,
  "fmax_ev_per_a": 4.7,
  "elements": ["C", "C", "C", "O", "O", "H", "H", "H", "H", "H", "H"],
  "positions_angstrom": [[1.12272, -1.05703, 0.60640], [1.34328, -0.36526, -0.51886], [1.03131, 1.06406, -0.62031], [0.23107, 1.46946, 0.26083], [-2.29444, 0.41856, -0.68032], [1.48814, -2.01775, 0.71538], [0.73652, -0.70501, 1.56974], [2.00254, -0.79271, -1.29385], [-3.28233, 0.31821, -0.91425], [-0.12924, 0.65823, 0.78008], [-2.24956, 1.00923, 0.09516]],
  "forces_ev_per_angstrom": [[-0.7, 0.7, 1.2], [2.1, 2.3, -1.9], [1.1, -4.5, -1.2], [-2.8, 1.2, 3.4], [-2.2, 0.0, -0.1], [0.5, -1.9, -0.2], [-0.1, 0.4, -0.5], [-0.7, 0.1, 0.4], [2.4, 0.3, 0.8], [0.7, 1.7, -1.1], [-0.3, -0.3, -0.7]]
}

---

No. 2
{
  "formula": "C3H2HgO",
  "method": "the ωB97M-V functional and the def2-TZVPD basis",
  "e_lumo_ev": [0.142, -2.364],
  "homo_lumo_gap_ev": [7.743, 7.195],
  "e_tot_ha": -343.938406,
  "s2": 2.023,
  "spin_multiplicity": 3,
  "fmax_ev_per_a": 4.7,
  "elements": ["C", "C", "C", "H", "H", "O", "Hg"],
  "positions_angstrom": [[-1.25360, 0.98319, -0.04235], [-1.50865, -0.37597, -0.03902], [-1.41098, -1.63501, -0.01668], [-1.94062, 1.77904, 0.23859], [0.08599, 2.24771, -0.17602], [0.16219, 1.26594, 0.03991], [1.01458, -0.86546, -0.07165]],
  "forces_ev_per_angstrom": [[0.1, -0.9, 0.4], [0.6, 0.7, 0.0], [0.3, -0.2, -0.1], [0.3, -0.2, -0.2], [1.3, -1.5, 0.4], [-2.7, 3.8, -0.5], [0.1, -1.7, -0.1]]
}

---

No. 3
{
  "formula": "C35H39FeN6O4S2",
  "method": "the ωB97M-V functional and the def2-TZVPD basis",
  "relative_energy_kcal_mol": 63.7,
  "e_lumo_ev": -3.923,
  "homo_lumo_gap_ev": 3.363,
  "e_tot_ha": -4046.475801,
  "charge": 1,
  "fmax_ev_per_a": 1.6,
  "elements": ["Fe", "C", "C", "C", "C", "C", "N", "C", "C", "C", "N", "C", "C", "C", "C", "C", "C", "C", "C", "N", "C", "C", "C", "N", "C", "C", "C", "C", "O", "C", "O", "H", "H", "H", "H", "H", "H", "H", "H", "H", "H", "H", "H", "H", "H", "H", "H", "H", "H", "H", "H", "H", "H", "H", "H", "H", "H", "H", "H", "O", "C", "O", "C", "C", "C", "C", "S", "C", "C", "H", "H", "H", "H", "H", "C", "N", "C", "C", "N", "C", "S", "H", "H", "H", "H", "H", "H"],
  "positions_angstrom": [[-0.76825, 0.08432, -0.13070], [0.18928, -1.36027, 6.72440], [0.20391, -1.29559, 5.21776], [0.69821, -2.31716, 4.45766], [0.60309, -2.33605, 3.04048], [1.11914, -3.48155, 2.40825], [0.77680, -4.03109, 1.27072], [-0.55547, -3.95016, 0.67502], [-1.62238, -4.43574, 1.66759], [-3.00148, -4.54210, 1.04105], [-3.42400, -3.21587, 0.61078], [-4.57236, -2.85615, 0.13185], [-4.77208, -1.58198, -0.45146], [-6.05712, -1.22445, -0.91100], [-6.30190, -0.02877, -1.53437], [-7.67747, 0.34830, -2.02078], [-5.21595, 0.83327, -1.73033], [-3.93132, 0.53429, -1.31151], [-2.87318, 1.48906, -1.57328], [-1.64070, 1.37942, -1.28509], [-0.78877, 2.52069, -1.62383], [-0.03540, 3.03091, -0.39877], [-0.82880, 2.87299, 0.89914], [-0.77694, 1.46754, 1.34039], [-0.60445, 1.22454, 2.57500], [-0.31544, -0.07345, 3.16311], [-0.27039, -0.16022, 4.53901], [0.05758, -1.19174, 2.35028], [0.04676, -1.13862, 1.08961], [-3.67695, -0.67529, -0.62026], [-2.49912, -0.96116, -0.16930], [0.30823, -2.38615, 7.06757], [0.99830, -0.76265, 7.14820], [-0.75187, -0.97215, 7.11307], [1.12941, -3.18320, 4.95027], [1.88342, -4.02699, 2.95647], [1.29966, -4.86188, 1.03211], [-0.72937, -2.91767, 0.38211], [-0.55687, -4.56831, -0.22200], [-1.33647, -5.41527, 2.05471], [-1.66680, -3.74601, 2.51322], [-2.97864, -5.22351, 0.18674], [-3.71159, -4.94555, 1.76378], [-2.71301, -2.47128, 0.50906], [-5.39465, -3.56668, 0.16408], [-6.87044, -1.92631, -0.75725], [-8.43569, -0.31448, -1.60895], [-7.91989, 1.37161, -1.73342], [-7.72502, 0.29554, -3.10967], [-5.38296, 1.78169, -2.23193], [-3.19877, 2.39369, -2.08911], [-0.06970, 2.18312, -2.37319], [-1.39459, 3.32664, -2.04931], [0.90534, 2.48733, -0.28569], [0.21153, 4.08013, -0.55581], [-0.40417, 3.52177, 1.66603], [-1.87490, 3.15649, 0.74697], [-0.58986, 2.06016, 3.27653], [-0.58927, 0.70133, 5.11792], [3.91326, 6.53394, -6.05096], [4.66620, 5.49869, -5.61248], [5.84845, 5.49987, -5.82613], [3.97413, 4.39822, -4.88756], [2.61735, 4.38738, -4.56928], [2.05111, 3.31620, -3.90369], [2.82002, 2.19635, -3.52983], [2.10604, 0.81912, -2.73168], [4.19038, 2.22167, -3.85586], [4.74707, 3.29921, -4.51321], [2.98057, 6.43329, -5.83940], [1.97233, 5.22582, -4.81717], [0.99613, 3.33358, -3.67264], [4.82442, 1.38046, -3.60689], [5.80335, 3.31908, -4.74749], [4.46672, -0.81604, 2.36644], [4.78769, -0.70961, 0.96389], [5.90713, -1.24528, 0.33543], [5.79918, -0.97248, -0.97950], [4.62288, -0.27197, -1.14688], [4.00059, -0.11074, 0.03218], [2.56377, 0.73198, 0.26628], [5.36834, -1.06677, 2.92107], [3.71084, -1.58772, 2.53099], [4.06862, 0.13226, 2.72054], [6.67090, -1.76938, 0.88227], [6.45529, -1.20726, -1.79815], [4.14105, 0.03080, -2.00420]],
  "forces_ev_per_angstrom": [[-0.5, 0.7, 0.7], [0.1, 0.1, -0.2], [0.0, -0.2, 0.3], [0.0, 0.0, 0.0], [-0.1, 0.2, 0.1], [0.1, 0.3, 0.3], [-0.2, -0.5, 0.1], [-0.2, 0.2, -0.2], [0.1, 0.0, 0.0], [0.0, -0.1, 0.1], [0.3, -0.1, -0.1], [-0.1, 0.1, 0.0], [0.1, 0.2, 0.0], [0.1, -0.1, 0.0], [-0.3, 0.0, -0.1], [0.2, 0.1, 0.0], [0.1, -0.1, 0.1], [-0.1, -0.1, 0.2], [-0.2, 0.1, -0.3], [0.4, 0.4, -0.1], [0.1, 0.3, -0.3], [-0.1, -0.3, 0.3], [0.0, 0.2, -0.2], [-0.1, -0.4, -0.8], [0.1, -0.1, 0.1], [-0.2, 0.1, 0.2], [0.0, 0.0, -0.3], [0.4, 0.0, -0.1], [-0.2, -1.0, -0.3], [0.1, 0.1, -0.1], [0.7, 0.0, 0.4], [0.0, 0.0, 0.0], [0.0, 0.0, 0.0], [0.0, 0.0, 0.1], [0.0, 0.0, 0.0], [0.1, 0.1, -0.1], [0.0, 0.1, -0.1], [0.0, 0.0, -0.1], [0.1, 0.0, 0.0], [0.0, 0.0, 0.0], [0.0, -0.1, 0.0], [0.0, 0.1, -0.1], [0.0, 0.1, 0.0], [0.0, 0.0, 0.0], [0.0, 0.0, 0.0], [0.0, 0.0, 0.0], [0.0, 0.0, 0.0], [0.0, 0.0, 0.0], [-0.1, 0.0, 0.0], [0.0, 0.0, 0.0], [0.0, 0.0, 0.0], [0.1, -0.1, 0.1], [-0.1, -0.1, 0.0], [0.1, 0.1, -0.1], [0.0, 0.0, 0.0], [-0.1, -0.1, 0.1], [0.0, 0.0, 0.1], [0.0, 0.0, 0.0], [0.1, 0.0, 0.0], [0.1, 0.3, -0.2], [-0.1, -0.3, 0.2], [0.0, 0.1, -0.1], [0.0, 0.1, -0.1], [0.0, 0.0, 0.1], [0.3, 0.1, 0.0], [-0.3, -0.4, -0.1], [0.0, 0.1, -0.9], [-0.1, 0.3, -0.1], [0.0, -0.1, 0.1], [0.0, -0.2, 0.1], [0.0, 0.0, 0.0], [0.0, 0.0, -0.1], [-0.1, 0.0, 0.0], [0.0, 0.0, 0.0], [0.0, 0.1, 0.1], [0.2, -0.1, -0.3], [0.0, -0.1, 0.1], [-0.1, 0.0, -0.1], [0.3, -0.2, 0.0], [-0.2, 0.2, -0.1], [-0.3, -0.1, 1.6], [0.0, 0.0, 0.0], [0.0, 0.0, 0.0], [0.0, 0.0, 0.0], [0.0, 0.0, 0.0], [0.0, 0.0, 0.0], [-0.2, 0.0, 0.0]]
}

---

No. 4
{
  "formula": "C23H25B2F2N2O3PdS3",
  "method": "the ωB97M-V functional and the def2-TZVPD basis",
  "relative_energy_kcal_mol": 0.0,
  "e_lumo_ev": -2.767,
  "homo_lumo_gap_ev": 8.445,
  "e_tot_ha": -2798.608745,
  "charge": 1,
  "fmax_ev_per_a": 0.6,
  "elements": ["Pd", "N", "C", "C", "C", "C", "N", "H", "H", "H", "H", "H", "H", "H", "H", "H", "H", "H", "H", "O", "C", "C", "C", "C", "C", "S", "C", "C", "C", "C", "S", "C", "C", "C", "C", "S", "H", "H", "H", "H", "H", "H", "H", "H", "H", "O", "B", "O", "C", "C", "C", "C", "C", "C", "H", "H", "H", "H", "F", "B", "F"],
  "positions_angstrom": [[1.56518, -0.48658, 0.38656], [1.08392, 1.06446, -1.52660], [2.11993, 0.96001, -2.58245], [2.89081, -0.35188, -2.53780], [2.13026, -1.59397, -3.00667], [0.82796, -1.93712, -2.29294], [0.97988, -2.11831, -0.83014], [0.19981, 0.69808, -1.86064], [0.89336, 2.04332, -1.34288], [2.82162, 1.77842, -2.42217], [1.68258, 1.11001, -3.57450], [3.26954, -0.49325, -1.51978], [3.77664, -0.24610, -3.16691], [2.80048, -2.45593, -2.95336], [1.87394, -1.47917, -4.06342], [0.42907, -2.86308, -2.71407], [0.06770, -1.17621, -2.46708], [1.62012, -2.88806, -0.64797], [0.08390, -2.41415, -0.45230], [-0.66981, 0.52760, 1.61799], [-0.07827, 0.34933, 2.90951], [1.37068, 0.73751, 2.62617], [1.81426, 1.43811, 1.50388], [3.16655, 1.88781, 1.66237], [3.68454, 1.55602, 2.86626], [2.57249, 0.68375, 3.83790], [-0.18298, -1.11580, 3.31126], [-0.79420, -2.12038, 2.61150], [-0.65478, -3.39588, 3.21981], [0.07915, -3.34235, 4.36107], [0.59605, -1.75308, 4.70651], [-0.68618, 1.32021, 3.89201], [-1.08503, 1.13713, 5.18197], [-1.53040, 2.34222, 5.78882], [-1.45266, 3.40925, 4.95117], [-0.85123, 2.97089, 3.41350], [1.13290, 1.90558, 0.80853], [3.69904, 2.45046, 0.91033], [4.68140, 1.73928, 3.23473], [-1.32274, -1.98749, 1.67852], [-1.08473, -4.30462, 2.82595], [0.33266, -4.14757, 5.03177], [-1.09200, 0.18519, 5.69067], [-1.89774, 2.40278, 6.80214], [-1.74143, 4.42966, 5.14523], [3.76056, -1.48424, 2.17662], [2.83275, -1.74297, 1.18844], [3.00088, -3.05586, 0.71231], [4.03966, -3.59740, 1.44881], [4.58279, -4.85801, 1.37915], [5.63013, -5.12257, 2.25964], [6.09083, -4.16132, 3.15313], [5.52774, -2.88805, 3.21063], [4.49699, -2.64104, 2.33465], [4.21753, -5.60048, 0.68351], [6.09364, -6.09947, 2.24758], [6.90521, -4.40748, 3.82067], [5.87967, -2.13564, 3.90242], [-2.96860, 0.28564, 2.11725], [-1.96714, 0.35916, 1.26550], [-2.20843, 0.27278, -0.04168]],
  "forces_ev_per_angstrom": [[0.1, 0.3, -0.5], [-0.3, -0.3, 0.1], [0.0, 0.0, -0.1], [-0.1, 0.0, 0.1], [0.0, 0.0, 0.0], [0.0, 0.0, 0.0], [0.1, 0.0, 0.0], [0.0, 0.0, -0.1], [0.1, 0.0, 0.0], [0.0, 0.0, 0.0], [0.0, 0.0, 0.0], [0.0, 0.0, 0.0], [0.0, 0.0, 0.0], [0.0, 0.0, 0.0], [0.0, 0.0, 0.0], [0.0, 0.0, 0.0], [0.0, 0.0, 0.0], [0.0, 0.0, 0.0], [0.0, 0.0, 0.1], [-0.3, -0.3, -0.3], [0.0, -0.1, -0.1], [0.1, -0.1, 0.0], [0.1, 0.2, 0.2], [0.2, 0.0, 0.1], [0.0, 0.0, -0.1], [0.0, 0.1, 0.0], [-0.1, -0.1, -0.1], [0.1, 0.2, 0.1], [0.0, 0.0, 0.0], [0.0, 0.0, 0.0], [-0.1, 0.0, 0.0], [0.0, 0.0, 0.1], [-0.1, 0.0, -0.1], [0.0, 0.1, 0.0], [-0.1, 0.0, 0.0], [0.1, 0.0, 0.1], [0.0, -0.1, 0.1], [0.0, 0.0, 0.0], [0.0, 0.0, 0.0], [-0.1, 0.1, 0.0], [0.0, 0.0, 0.0], [0.0, 0.0, 0.0], [0.0, 0.0, 0.0], [0.0, 0.0, 0.0], [0.0, 0.0, 0.0], [0.0, 0.1, 0.0], [0.2, -0.4, 0.3], [-0.1, 0.1, 0.0], [0.0, 0.0, 0.0], [0.0, 0.0, 0.0], [0.0, 0.0, 0.0], [0.0, 0.0, 0.0], [0.0, 0.0, 0.0], [0.0, 0.0, 0.0], [0.0, 0.0, 0.0], [0.0, 0.0, 0.0], [0.0, 0.0, 0.0], [0.0, 0.0, 0.0], [0.0, 0.0, -0.1], [-0.1, 0.1, 0.2], [0.0, 0.0, 0.1]]
}